[1]
Entry from OMol25: a molecular structure, C30H28F9GeN3O4PRuS2 at a distorted geometry (ωB97M-V/def2-TZVPD).

```
! RIJCOSX wB97M-V def2-TZVPD def2/J DEFGRID3
* xyz -2 2
Ru 0.45583 0.39826 0.49593
C -3.49957 1.38367 4.91398
C -2.45707 2.26305 4.24472
O -1.15528 1.67791 4.25058
P -0.75849 0.45159 3.28161
S 1.19744 0.32385 3.21025
S -1.92313 0.35394 1.66785
O -1.31400 -0.83017 4.13657
C -0.87473 -1.02624 5.48020
C 0.06159 -2.21666 5.56550
H -4.46004 1.90571 4.93071
H -3.20456 1.14707 5.93910
H -3.61921 0.45300 4.35796
H -2.34115 3.20676 4.77791
H -2.74668 2.48218 3.21677
H -1.77370 -1.20596 6.07671
H -0.38983 -0.12363 5.85864
H -0.40824 -3.09221 5.11456
H 0.29991 -2.43403 6.61089
H 0.98108 -2.00079 5.02259
C -2.78556 -1.41845 -0.74798
Ge -0.88035 -1.00721 -1.07817
C -1.08878 -0.25308 -2.89545
C -1.46251 1.08616 -3.03230
C -1.75773 1.62381 -4.27859
C -1.67092 0.82974 -5.41487
C -1.28473 -0.49685 -5.29764
C -0.99944 -1.03257 -4.04777
C -0.09695 -2.81437 -1.34438
C -0.76025 -3.90573 -0.84525
C -0.21618 -5.21147 -0.92006
C 0.99886 -5.41813 -1.50088
C 1.73604 -4.32532 -2.02451
C 3.00624 -4.51055 -2.62923
C 3.71253 -3.44558 -3.10774
C 3.19090 -2.13756 -2.99243
C 1.96791 -1.93556 -2.42397
C 1.19550 -3.01834 -1.92809
H -3.14793 -2.06368 -1.55145
H -3.35025 -0.48421 -0.75791
H -2.94611 -1.89303 0.22051
H -1.51073 1.71693 -2.15134
H -2.04774 2.66478 -4.36363
H -1.87936 1.25090 -6.39111
H -1.19165 -1.11051 -6.18594
H -0.69629 -2.07233 -3.96804
H -1.73249 -3.77744 -0.38246
H -0.77257 -6.04845 -0.51196
H 1.41747 -6.41702 -1.57290
H 3.40374 -5.51748 -2.70598
H 4.67680 -3.59942 -3.57823
H 3.76453 -1.29116 -3.34874
H 1.57713 -0.93316 -2.33141
C 1.90770 -2.10866 1.25044
O 1.75350 -1.03723 0.37768
H 1.02638 -2.29779 1.87650
H 2.75188 -1.94798 1.93661
H 2.10583 -3.02975 0.68079
N 1.23281 1.36027 -1.17973
C 1.68246 1.61709 -2.21114
C 2.24480 2.01460 -3.42928
C 1.90699 1.38490 -4.65476
N 1.68485 0.91021 -5.68569
C 3.20151 3.06291 -3.46397
N 3.99104 3.90520 -3.53079
F 2.32110 4.36002 2.25823
C 1.76478 4.21197 1.03900
F 1.92758 5.39537 0.40542
F 2.48400 3.30334 0.39142
C 0.25665 3.77599 1.16091
O 0.11080 2.49907 1.48858
C -0.47876 4.16449 -0.19307
F -1.02873 5.40337 -0.17731
F 0.33316 4.13337 -1.25823
F -1.47590 3.30829 -0.42592
C -0.37324 4.66046 2.29584
F 0.00324 4.24118 3.50347
F -0.05299 5.97186 2.22114
F -1.72077 4.58649 2.26065
*
```

Values from the calculation:
<S²>	0.766
relative energy (zero: lowest compared OMol25 entry of this formula, charge and spin)	1.819	eV

***

[2]
Entry from OMol25: a molecular structure, C30H28F9GeN3O4PRuS2 at a distorted geometry (ωB97M-V/def2-TZVPD).

```
! RIJCOSX wB97M-V def2-TZVPD def2/J DEFGRID3
* xyz -2 2
Ru -0.47371 -0.51911 0.48728
C 3.68249 -2.24831 3.38258
C 2.25309 -1.72811 3.39498
O 2.24119 -0.31931 3.46998
P 1.20529 0.57839 2.44738
S -0.55421 -0.01701 3.34868
S 2.07379 -0.12531 0.69788
O 1.78659 1.97749 3.03268
C 1.92029 2.20359 4.42008
C 1.20809 3.50389 4.77888
H 3.66479 -3.32841 3.26258
H 4.19279 -1.99071 4.30908
H 4.21539 -1.80641 2.54468
H 1.69889 -2.12751 4.25428
H 1.74799 -2.06291 2.48248
H 2.99059 2.26739 4.65318
H 1.48269 1.37319 4.98148
H 1.61229 4.31899 4.18118
H 1.33929 3.72699 5.83678
H 0.14509 3.40799 4.56538
C -0.92101 -1.83941 -3.30532
Ge -0.40721 -0.37691 -1.99802
C -1.69941 1.04239 -2.64042
C -2.56531 1.61029 -1.71392
C -3.56091 2.49359 -2.08872
C -3.69391 2.84769 -3.42052
C -2.81081 2.33239 -4.35662
C -1.82881 1.43699 -3.96602
C 1.31239 0.28429 -2.81292
C 2.08279 -0.56171 -3.57432
C 3.32519 -0.17531 -4.08872
C 3.81959 1.07499 -3.84172
C 3.08049 1.98419 -3.05862
C 3.56259 3.28019 -2.77832
C 2.84369 4.14189 -1.99922
C 1.62039 3.73359 -1.45112
C 1.13299 2.48229 -1.70302
C 1.82789 1.57529 -2.52422
H -0.73301 -1.54501 -4.33442
H -1.98091 -2.04491 -3.18932
H -0.38311 -2.75721 -3.09152
H -2.45451 1.33789 -0.66772
H -4.24291 2.89249 -1.34882
H -4.48371 3.52049 -3.72812
H -2.90371 2.62299 -5.39822
H -1.14981 1.03249 -4.70602
H 1.71549 -1.55601 -3.78282
H 3.89309 -0.88011 -4.68472
H 4.78219 1.37709 -4.23822
H 4.52079 3.58069 -3.18802
H 3.22119 5.13539 -1.78632
H 1.07039 4.41049 -0.81232
H 0.20259 2.16299 -1.25592
C -0.62291 2.72539 1.65568
O 0.21679 1.70739 1.21718
H -0.03451 3.58439 2.00658
H -1.27171 2.37989 2.47638
H -1.24821 3.05169 0.81728
N -2.68201 -0.47601 0.90248
C -3.81391 -0.70601 0.76338
C -5.15491 -0.92881 0.59538
C -5.73961 -0.88591 -0.66742
N -6.28891 -0.84701 -1.68172
C -5.99841 -1.18451 1.67258
N -6.75191 -1.38641 2.52378
F -2.04431 -5.08781 -0.16042
C -1.78611 -3.91411 0.45528
F -1.87911 -2.96261 -0.48122
F -2.78431 -3.72291 1.31918
C -0.38561 -3.85351 1.14618
O -0.00101 -2.62781 1.37868
C 0.63539 -4.57591 0.20678
F 1.88659 -4.41491 0.63248
F 0.45719 -5.91361 0.10108
F 0.57499 -4.09681 -1.03762
C -0.46601 -4.68841 2.46618
F -1.00701 -4.00821 3.46528
F -1.18651 -5.82551 2.34758
F 0.74849 -5.08331 2.88178
*
```

Values from the calculation:
<S²>	0.809
relative energy (zero: lowest compared OMol25 entry of this formula, charge and spin)	3.232	eV

***

[3]
Entry from OMol25: a molecular structure, C30H28FGdN8O3SSi at a distorted geometry (ωB97M-V/def2-TZVPD).

```
! RIJCOSX wB97M-V def2-TZVPD def2/J DEFGRID3
* xyz 0 8
Gd 0.51419 -0.27195 -0.29363
N -1.82057 -2.26574 3.01415
C -1.40838 -1.27181 2.17157
S 0.19564 -0.64575 2.44996
N -2.26918 -0.89692 1.27901
N -1.85984 -0.01112 0.30257
C -2.84454 0.52852 -0.32739
C -2.73305 1.49737 -1.38508
C -3.91855 2.02754 -1.92585
C -3.89747 3.00327 -2.89338
C -2.66277 3.49289 -3.33546
C -1.48635 2.99262 -2.83036
C -1.47303 1.96996 -1.85603
O -0.35432 1.45797 -1.46154
H -1.31340 -2.39676 3.86966
H -2.80339 -2.48542 3.00386
H -3.85081 0.26120 -0.00460
H -4.86964 1.66032 -1.55415
H -4.81901 3.39816 -3.29910
H -2.63286 4.27548 -4.08348
H -0.52510 3.36232 -3.16587
O 5.84417 3.85344 -3.81303
N 5.77007 4.10823 -2.60000
O 6.53125 4.89585 -2.02554
C 4.74510 3.49231 -1.82381
C 4.40745 4.09938 -0.62000
C 3.38432 3.58723 0.18462
C 2.99361 4.20396 1.40028
C 1.98462 3.65229 2.13649
C 1.36154 2.48288 1.67185
N 1.70615 1.87944 0.54503
C 2.69192 2.41185 -0.20510
C 3.09202 1.73071 -1.42110
N 2.50177 0.55168 -1.69625
C 2.86777 -0.12363 -2.78493
C 3.83267 0.34053 -3.66315
C 4.45283 1.54547 -3.40265
C 4.10535 2.27864 -2.24832
H 4.94080 4.98570 -0.31138
H 3.50963 5.10121 1.71805
H 1.65811 4.09807 3.06580
H 0.56861 2.02238 2.24583
H 2.37481 -1.07578 -2.95354
H 4.09122 -0.23580 -4.54079
H 5.19958 1.93647 -4.07267
C 4.90360 -2.58413 -0.69889
Si 3.59306 -2.18623 0.60525
C 3.91174 -3.21899 2.16077
C 3.88168 -0.42222 1.19574
N 1.96348 -2.30633 -0.04965
C 1.38497 -3.51097 -0.17516
C 2.05085 -4.76444 -0.05150
C 1.37693 -5.95795 -0.13121
C -0.00130 -5.99368 -0.35272
C -0.69782 -4.80001 -0.51842
C -0.00314 -3.62917 -0.43685
F -0.70543 -2.48431 -0.59702
H 5.89337 -2.39854 -0.27931
H 4.78529 -1.94844 -1.57889
H 4.86329 -3.62511 -1.02938
H 4.74868 -2.78866 2.71009
H 4.14722 -4.26645 1.96283
H 3.03718 -3.19042 2.81711
H 4.71213 -0.42501 1.90399
H 3.01037 -0.02795 1.72123
H 4.14812 0.25101 0.38547
H 3.12178 -4.77006 0.09685
H 1.92729 -6.88240 -0.01828
H -0.52706 -6.93665 -0.39459
H -1.76220 -4.77443 -0.70689
N -1.45943 -0.65356 -3.16303
C -0.42635 -0.65702 -2.63150
H -2.37022 -0.32620 -3.43194
*
```

Values from the calculation:
<S²>	15.847
relative energy (zero: lowest compared OMol25 entry of this formula, charge and spin)	0.966	eV

***

[4]
Entry from OMol25: a single C30H28N2O6S molecule at a distorted geometry (ωB97M-V/def2-TZVPD).

```
! RIJCOSX wB97M-V def2-TZVPD def2/J DEFGRID3
* xyz 0 1
C 0.08934 -0.80511 4.31860
H 1.00355 -0.25348 4.53408
O -0.44257 -0.21924 3.15500
C -1.64631 -0.68551 2.68707
C -2.36781 -1.73149 3.23402
C -3.58068 -2.11063 2.67578
C -4.09810 -1.45736 1.57039
C -3.37015 -0.40959 1.01512
C -2.15748 -0.02199 1.55554
N -1.36488 0.99094 0.99982
C -1.75103 2.00415 0.19833
O -2.87941 2.25508 -0.15116
C -0.53023 2.80945 -0.31780
C 0.39037 3.20734 0.80375
C 1.51830 2.45311 1.10401
C 2.32444 2.80595 2.17268
C 2.00726 3.90541 2.95037
C 0.88313 4.65908 2.65284
C 0.07696 4.31357 1.58424
H -0.79946 4.89885 1.34924
H 0.63571 5.52087 3.25419
H 2.63629 4.17886 3.78428
H 3.20236 2.21749 2.39471
H 1.77616 1.59929 0.49217
O 0.08538 1.90672 -1.24066
C 0.74256 2.41534 -2.28959
O 0.92405 3.58820 -2.48119
C 1.22256 1.31422 -3.16944
C 0.66805 0.04286 -3.06083
C 1.17145 -0.98168 -3.83078
C 2.19188 -0.76447 -4.73722
C 2.71671 0.51249 -4.87608
C 2.24129 1.54741 -4.08913
H 2.65084 2.54324 -4.16693
H 3.50539 0.69511 -5.58960
H 2.56302 -1.59772 -5.31304
S 0.48406 -2.63152 -3.61185
O 1.47061 -3.58924 -4.01089
O -0.79685 -2.70584 -4.24616
N 0.21724 -2.71554 -1.94605
C 1.20870 -2.21353 -1.10617
C 0.90851 -1.66606 0.14126
C 1.91309 -1.13481 0.93080
C 3.22766 -1.13725 0.50119
C 3.53493 -1.70619 -0.72400
C 2.54215 -2.24377 -1.51944
H 2.79410 -2.70976 -2.45658
H 4.55916 -1.73697 -1.06434
H 4.00575 -0.71320 1.11759
H 1.65788 -0.71094 1.89036
H -0.10587 -1.65408 0.50523
C -1.15395 -2.78185 -1.49869
H -1.73745 -3.16845 -2.33004
H -1.23602 -3.46255 -0.65017
H -1.55266 -1.80192 -1.21525
H -0.14419 -0.13591 -2.37624
H -0.88892 3.69302 -0.85922
H -0.40182 0.97916 1.31419
H -3.75409 0.11973 0.15846
C -5.40210 -1.86442 0.95682
H -6.03637 -0.99412 0.80239
H -5.23199 -2.32794 -0.01462
H -5.92607 -2.57484 1.59065
H -4.12658 -2.92858 3.12170
H -2.00117 -2.26031 4.09919
H 0.33028 -1.86157 4.16224
H -0.59691 -0.70750 5.16481
*
```

Values from the calculation:
E_tot	-2119.164384	Ha
SMILES string	COc1ccc(C)cc1NC(=O)[C@H](OC(=O)c1cccc(S(=O)(=O)N(C)c2ccccc2)c1)c1ccccc1

***

[5]
Entry from OMol25: a molecular structure, C30H28N9O4S2Zr at a distorted geometry (ωB97M-V/def2-TZVPD).

```
! RIJCOSX wB97M-V def2-TZVPD def2/J DEFGRID3
* xyz 1 1
Zr -0.35951 1.50566 0.25008
C 4.03062 -2.92441 0.76193
C 2.84771 -2.99591 1.71774
N 2.34003 -1.69734 2.15144
C 1.71714 -0.79575 1.38124
S 1.11904 0.63295 2.18972
N 1.62135 -1.05685 0.09251
N 0.85475 -0.17707 -0.60514
C 1.01240 -0.17109 -1.89024
C 2.03414 -1.02033 -2.56970
C 0.10151 0.68223 -2.67590
C 0.08019 0.64105 -4.06407
C -0.83154 1.41966 -4.75393
C -1.72132 2.21220 -4.04470
C -1.63541 2.21849 -2.66756
N -0.74225 1.48596 -1.99635
H 4.37847 -3.93333 0.53876
H 4.85758 -2.36845 1.20460
H 3.74012 -2.44453 -0.16778
H 3.14159 -3.52035 2.62572
H 2.02696 -3.55037 1.25772
H 2.49056 -1.41756 3.10557
H 2.81755 -1.26619 -1.86099
H 2.47046 -0.50361 -3.42328
H 1.59025 -1.95889 -2.91255
H 0.76131 -0.00640 -4.59471
H -0.85512 1.40101 -5.83529
H -2.46371 2.81758 -4.54373
H -2.30701 2.82025 -2.06973
S -1.65583 2.15927 2.41769
C -2.10813 0.48753 2.44255
N -2.12102 -0.23553 3.58901
N -2.76754 -1.33127 3.62764
C -2.43744 -2.35468 4.54499
C -1.23946 -2.30532 5.24746
C -0.92368 -3.34832 6.10123
C -1.78813 -4.42621 6.24621
C -2.97393 -4.46848 5.52483
C -3.30465 -3.43202 4.66962
N -2.34136 -0.29619 1.38059
N -1.99974 0.02908 0.16487
C -1.97964 -1.16294 -0.64533
C -2.49286 -1.11669 -1.93445
C -2.49260 -2.25957 -2.72053
C -1.97224 -3.44760 -2.22794
C -1.45709 -3.48980 -0.93790
C -1.46594 -2.35488 -0.14459
H -3.38908 -1.56227 2.85183
H -0.57537 -1.46316 5.10552
H 0.00776 -3.32619 6.65071
H -1.53709 -5.23550 6.91806
H -3.64583 -5.30924 5.62907
H -4.22939 -3.45425 4.10506
H -2.93550 -0.20009 -2.30375
H -2.91338 -2.22724 -3.71724
H -1.98402 -4.34032 -2.83865
H -1.04425 -4.41122 -0.54863
H -1.06313 -2.37984 0.85978
O -1.14592 3.47772 -0.03260
C -0.60516 4.53843 -0.40144
C 0.69259 4.64376 -0.97441
C 1.02765 5.83233 -1.64694
C 2.21135 5.90595 -2.31773
C 3.12850 4.84510 -2.30108
C 2.84284 3.70038 -1.60527
C 1.61591 3.55902 -0.92541
O 1.35346 2.48074 -0.25209
N 2.52931 7.11932 -3.08438
O 1.69710 8.00190 -3.10017
O 3.59950 7.14988 -3.65313
H -1.19271 5.45963 -0.32042
H 0.34777 6.67480 -1.65855
H 4.06056 4.96156 -2.83626
H 3.54992 2.88384 -1.54921
*
```

Values from the calculation:
relative energy (zero: lowest compared OMol25 entry of this formula, charge and spin)	1.331	eV

***

[6]
Entry from OMol25: a molecular structure, C30H29AuGe2I2N2O4S (ωB97M-V/def2-TZVPD).

```
! RIJCOSX wB97M-V def2-TZVPD def2/J DEFGRID3
* xyz 1 2
Au -1.01418 -0.77754 -0.25232
I -4.56539 -4.67335 -1.20892
C -3.91772 -4.09492 0.65420
C -4.33513 -4.76436 1.78979
C -3.89347 -4.39580 3.05280
I -4.58497 -5.47552 4.66524
C -2.98099 -3.29497 3.22568
C -2.48446 -2.86224 4.46659
C -1.61360 -1.80274 4.51567
C -1.24555 -1.17642 3.32218
N -1.70458 -1.55936 2.14489
C -2.54829 -2.59718 2.08788
C -3.00641 -2.98379 0.74279
O -2.61553 -2.38054 -0.27464
H -5.01824 -5.59653 1.69012
H -2.78795 -3.36644 5.37387
H -1.21388 -1.45095 5.45600
H -0.55113 -0.34296 3.32673
N -2.60473 1.03994 -0.29221
C -1.74465 2.19782 -0.30087
C -0.76408 2.25887 0.70785
C 0.14972 3.32075 0.72921
C 0.16341 4.24401 -0.29941
C -0.80009 4.16606 -1.29660
C -1.76970 3.15831 -1.28885
S 1.50883 5.45101 -0.31009
O 1.72282 5.70074 1.09778
O 0.99870 6.53646 -1.10814
O 2.57974 4.67429 -0.93230
H -3.18551 1.01301 -1.12436
H -3.23065 1.04877 0.50809
H -0.83440 1.58546 1.55859
H 0.86590 3.42709 1.53443
H -0.79076 4.91251 -2.08133
H -2.51056 3.11207 -2.07775
C -0.29751 -3.04252 -2.61049
Ge 0.70648 -2.36165 -1.08537
C 2.46413 -1.73764 -1.64322
C 0.83526 -3.66392 0.36361
Ge 0.74033 0.81897 -0.54158
C 2.18139 0.88192 0.72796
C 2.26237 -0.13021 1.68449
C 3.27002 -0.11193 2.63719
C 4.19007 0.92791 2.64239
C 4.09901 1.94951 1.70630
C 3.09563 1.93851 0.74770
C 0.83559 1.48272 -2.32914
C 1.80816 2.38965 -2.74348
C 1.82559 2.82454 -4.06374
C 0.88889 2.35008 -4.96730
C -0.07993 1.43662 -4.56203
C -0.10870 1.00827 -3.24755
H 0.21444 -3.92668 -2.99599
H -0.33218 -2.29666 -3.40414
H -1.31295 -3.31702 -2.33013
H 2.98355 -2.61166 -2.04335
H 3.05083 -1.33997 -0.81857
H 2.39802 -0.99555 -2.43864
H 1.23784 -4.59444 -0.04101
H -0.14128 -3.87491 0.79867
H 1.50626 -3.31660 1.14810
H 1.53870 -0.94053 1.68141
H 3.33770 -0.90226 3.37380
H 4.97526 0.94792 3.38663
H 4.80199 2.77149 1.72435
H 3.02202 2.77703 0.06060
H 2.52689 2.80649 -2.05322
H 2.57040 3.54660 -4.36961
H 0.90567 2.69344 -5.99347
H -0.80757 1.06535 -5.27195
H -0.86491 0.29558 -2.93182
*
```

Values from the calculation:
<S²>	0.782
relative energy (zero: lowest compared OMol25 entry of this formula, charge and spin)	0.000	eV